1.
62
Properties=species:S:1:pos:R:3:nbo_charge:R:1 method="wB97M-V/def2-TZVPD" total_energy_ev=-158673.1169 total_charge=0
C -1.527 4.870 2.632 -0.7506
C -2.068 5.448 1.358 0.7951
O -2.652 6.489 1.296 -0.5178
O -1.862 4.744 0.192 -0.5306
C -1.376 3.449 0.239 0.7868
O -2.070 2.511 0.472 -0.5079
C 0.089 3.339 -0.117 -0.2042
O 0.315 2.027 -0.607 -0.6970
S 1.547 1.182 0.117 1.8291
O 1.627 0.025 -0.736 -0.9361
O 2.764 2.193 -0.243 -0.7173
C 3.250 2.209 -1.593 -0.1149
C 4.730 1.851 -1.666 -0.2527
C 5.599 3.004 -1.156 -0.6353
Br 5.115 0.261 -0.595 0.0006
H -1.803 5.553 3.431 0.2620
H -1.951 3.889 2.844 0.2501
H -0.440 4.784 2.600 0.2316
H 0.661 3.560 0.788 0.2173
H 0.326 4.075 -0.886 0.2281
H 2.632 1.599 -2.247 0.2208
H 3.167 3.246 -1.928 0.1996
H 4.991 1.604 -2.690 0.2340
H 5.816 3.704 -1.965 0.2183
H 6.554 2.644 -0.778 0.2361
H 5.095 3.539 -0.351 0.2159
C -2.809 -0.421 2.110 -0.1416
C -3.872 -1.212 1.330 0.5968
C -5.061 -1.804 2.093 0.5216
F -4.662 -2.727 2.987 -0.3194
F -5.880 -2.409 1.203 -0.3197
F -3.285 -2.178 0.588 -0.3130
F -4.432 -0.315 0.468 -0.3275
O -1.591 -1.058 2.447 -0.5122
C -1.422 -1.817 3.570 0.8498
C -0.894 -3.203 3.191 0.4995
F -1.738 -3.813 2.337 -0.3180
F -0.791 -3.960 4.308 -0.3238
F -2.528 -1.868 4.331 -0.3156
F -0.450 -1.242 4.318 -0.3298
H -2.495 0.357 1.415 0.2469
H -3.245 0.095 2.966 0.2012
H -5.618 -1.015 2.605 0.1386
H 0.085 -3.105 2.727 0.1642
C -0.286 -2.073 -1.680 -0.1350
C 0.745 -2.717 -0.742 0.5980
C 2.206 -2.269 -0.851 0.4519
F 2.727 -2.581 -2.053 -0.3375
F 2.921 -2.921 0.099 -0.3433
F 0.660 -4.061 -0.799 -0.3132
F 0.378 -2.333 0.521 -0.3494
O -0.693 -2.808 -2.819 -0.5110
C -0.080 -2.709 -4.033 0.8510
C 0.491 -4.058 -4.486 0.5042
F 1.391 -4.518 -3.597 -0.3160
F 1.110 -3.887 -5.676 -0.3251
F 0.847 -1.737 -4.072 -0.3184
F -1.032 -2.387 -4.941 -0.3280
H -1.191 -2.017 -1.077 0.2284
H -0.011 -1.048 -1.930 0.2192
H 2.291 -1.192 -0.680 0.2168
H -0.317 -4.784 -4.593 0.1483

2.
8
Properties=species:S:1:pos:R:3:nbo_charge:R:1 method="wB97M-V/def2-TZVPD" total_energy_ev=-37785.4560 smiles="S=NSCl.C#C" de_lowest_kj_mol=200.19 total_charge=0
S -2.827 2.024 -0.578 0.3453
N -2.199 0.915 0.278 -0.7887
S -1.945 -0.605 0.434 0.7483
Cl -3.099 -1.906 -0.876 -0.3034
C 2.159 0.338 0.324 -0.2408
C 2.916 -0.528 0.073 -0.2296
H 1.390 1.046 0.561 0.2349
H 3.603 -1.284 -0.216 0.2340

3.
16
Properties=species:S:1:pos:R:3:nbo_charge:R:1 method="wB97M-V/def2-TZVPD" total_energy_ev=-26740.8480 smiles="CC(C)C(=O)[SiH2]Cl" de_lowest_kj_mol=266.40 total_charge=0
C -0.521 -0.737 -0.947 -0.6372
C -0.155 0.100 0.264 -0.3426
C -0.638 -0.232 1.661 -0.5874
C 1.344 -0.019 0.225 0.2521
O 1.992 -0.596 1.120 -0.5243
Si 2.187 0.940 -1.179 0.9505
Cl 2.792 -0.304 -2.654 -0.3666
H -0.085 -1.784 -0.954 0.2253
H -0.388 -0.374 -1.900 0.2264
H -1.513 -1.051 -1.054 0.2339
H -0.385 1.111 0.204 0.2150
H -0.567 -1.354 1.621 0.2079
H -1.663 -0.002 1.677 0.2054
H -0.090 0.159 2.428 0.2240
H 1.671 2.175 -2.000 -0.1286
H 3.349 1.331 -0.291 -0.1537

no.,Kohn-Sham gap (eV)
1,10.442
2,7.270
3,9.553